[1]
# C33H57AuFN2O2Si

A structure of composition C33H57AuFN2O2Si at a distorted geometry (the ωB97M-V functional and the def2-TZVPD basis, the OMol25 dataset).

## Properties
Strongest force on any atom = 2.9 eV/Å
Highest occupied orbital energy (alpha / beta) = -0.300 / -0.388 Ha
Total charge = +1
2S+1 = 3
Total energy = -2076.3320 a.u.

Geometry (Å):
O1 1.48 -2.93 -2.07
O2 0.90 -1.62 -3.94
C1 2.60 -2.32 -1.27
C2 3.27 -3.41 -0.46
H1 2.17 -1.54 -0.62
H2 3.26 -1.87 -2.01
H3 2.72 -3.60 0.47
H4 4.28 -3.10 -0.18
H5 3.35 -4.34 -1.04
C3 0.25 -3.20 -1.27
C4 -0.63 -4.10 -2.09
H6 -0.21 -2.23 -1.05
H7 0.58 -3.66 -0.34
H8 -1.07 -3.56 -2.93
H9 -1.45 -4.46 -1.46
H10 -0.08 -4.98 -2.47
C5 -0.11 -0.60 -4.12
C6 2.06 -1.45 -4.79
C7 -1.25 -0.74 -3.16
H11 -0.45 -0.71 -5.16
H12 0.38 0.39 -4.04
H13 -1.69 -1.74 -3.22
H14 -2.03 -0.02 -3.40
H15 -0.93 -0.52 -2.13
C8 2.39 -2.72 -5.52
H16 2.91 -1.14 -4.15
H17 1.82 -0.64 -5.49
H18 2.58 -3.56 -4.84
H19 3.30 -2.54 -6.11
H20 1.59 -2.99 -6.21
H21 1.20 -2.36 -2.93
N1 -0.61 -0.05 3.26
C9 -1.50 0.39 4.15
C10 -2.33 1.49 3.97
C11 -2.61 2.15 2.77
C12 -1.69 -0.41 5.42
H22 -0.75 -0.81 5.81
H23 -2.38 -1.26 5.26
H24 -2.14 0.23 6.18
C13 -3.82 3.05 2.70
H25 -4.55 2.69 1.95
H26 -3.55 4.08 2.44
H27 -4.32 3.05 3.68
N2 -1.88 2.01 1.67
C14 -0.18 -1.42 3.23
C15 1.11 -1.78 3.67
C16 1.99 -0.78 4.34
C17 1.56 -3.08 3.46
H28 2.59 -3.32 3.73
C18 0.72 -4.06 2.95
H29 1.07 -5.08 2.82
C19 -0.60 -3.74 2.64
H30 -1.30 -4.50 2.29
C20 -1.07 -2.43 2.78
C21 -2.51 -2.13 2.49
C22 -2.23 2.64 0.44
C23 -1.70 3.91 0.13
C24 -0.83 4.61 1.13
C25 -1.83 4.39 -1.18
H31 -1.40 5.37 -1.43
C26 -2.47 3.63 -2.16
H32 -2.53 4.00 -3.18
C27 -3.03 2.40 -1.83
H33 -3.57 1.81 -2.58
C28 -2.93 1.89 -0.54
C29 -3.45 0.53 -0.21
Au1 0.12 1.25 1.68
H34 2.44 -0.11 3.60
H35 2.80 -1.30 4.88
H36 1.43 -0.17 5.05
H37 -2.64 -1.21 1.91
H38 -3.10 -2.04 3.41
H39 -2.95 -2.96 1.91
H40 -0.36 5.49 0.69
H41 -0.03 3.93 1.48
H42 -1.40 4.93 2.01
H43 -3.95 0.51 0.76
H44 -2.65 -0.23 -0.20
H45 -4.18 0.21 -0.97
H46 -2.95 1.77 4.82
C30 0.68 1.77 -0.15
Si1 2.25 2.57 -0.86
H47 -0.16 2.35 -0.60
H48 0.61 0.79 -0.68
C31 3.64 1.35 -1.07
C32 2.86 4.07 0.06
C33 1.62 3.07 -2.57
H49 2.12 4.00 -2.90
H50 0.53 3.26 -2.57
H51 1.83 2.29 -3.31
H52 3.86 0.83 -0.12
H53 4.55 1.89 -1.38
H54 3.42 0.60 -1.84
H55 3.16 3.81 1.09
H56 2.12 4.88 0.11
H57 3.75 4.47 -0.46
F1 2.10 0.71 1.97

***

[2]
# H18O10V

A structure of composition H18O10V at a distorted geometry (the ωB97M-V functional and the def2-TZVPD basis, the OMol25 dataset).

## Properties
Strongest force on any atom = 7.2 eV/Å
Highest occupied orbital energy (alpha / beta) = -0.594 / -0.596 Ha
Total charge = +2
2S+1 = 2
Relative energy (zero: lowest compared OMol25 entry of this formula, charge and spin) = 1.995 eV
Total energy = -1706.6313 a.u.

Geometry (Å):
O1 -0.18 0.25 -0.31
V1 -0.11 -0.82 0.95
O2 0.30 2.83 0.64
H1 0.67 2.46 -0.15
H2 0.48 3.77 0.66
O3 1.06 0.42 2.00
H3 0.63 1.28 2.13
H4 1.96 0.69 1.73
O4 -1.81 0.09 1.77
H5 -2.35 -0.11 2.55
H6 -2.54 0.30 1.15
O5 0.72 -0.22 -2.95
H7 -0.13 -0.62 -3.14
H8 1.10 0.18 -3.76
O6 -0.06 -2.10 2.51
H9 -0.04 -3.05 2.28
H10 -0.50 -2.04 3.39
O7 1.73 1.82 -1.67
H11 1.31 0.98 -1.92
H12 1.46 2.40 -2.44
O8 -1.32 1.84 -1.66
H13 -0.83 1.28 -1.02
H14 -1.36 1.36 -2.48
O9 1.39 -1.76 -0.04
H15 1.44 -2.43 -0.69
H16 2.11 -1.93 0.56
O10 -1.39 -2.17 0.13
H17 -2.09 -2.69 0.55
H18 -1.64 -2.00 -0.76

***

[3]
# C39H41N6O2PbSe

A structure of composition C39H41N6O2PbSe (the ωB97M-V functional and the def2-TZVPD basis, the OMol25 dataset).

## Properties
Strongest force on any atom = 0.5 eV/Å
Highest occupied orbital energy = -0.343 Ha
Total charge = +1
2S+1 = 1
Relative energy (zero: lowest compared OMol25 entry of this formula, charge and spin) = 0.229 eV
Total energy = -4583.9344 a.u.

Geometry (Å):
Pb1 -0.65 -0.58 -0.11
C1 -1.57 -3.58 1.67
N1 -1.08 -2.22 2.02
C2 0.16 -2.24 2.79
C3 1.45 -2.30 2.00
C4 2.53 -3.04 2.47
C5 3.74 -2.97 1.81
C6 3.85 -2.15 0.70
C7 2.73 -1.45 0.29
N2 1.56 -1.53 0.92
C8 -2.14 -1.57 2.79
C9 -3.32 -1.14 1.95
C10 -4.60 -1.11 2.49
C11 -5.65 -0.63 1.72
C12 -5.38 -0.20 0.42
C13 -4.08 -0.26 -0.04
N3 -3.08 -0.72 0.71
C14 -0.74 -4.41 0.72
C15 -0.68 -5.79 0.89
C16 0.06 -6.55 0.00
C17 0.74 -5.91 -1.02
C18 0.61 -4.53 -1.13
N4 -0.13 -3.80 -0.29
H1 -1.69 -4.16 2.60
H2 -2.56 -3.47 1.23
H3 0.22 -1.29 3.33
H4 0.15 -3.05 3.53
H5 2.42 -3.65 3.36
H6 4.59 -3.54 2.16
H7 4.79 -2.06 0.16
H8 2.77 -0.80 -0.58
H9 -2.48 -2.20 3.63
H10 -1.73 -0.64 3.20
H11 -4.77 -1.44 3.51
H12 -6.65 -0.59 2.12
H13 -6.17 0.18 -0.22
H14 -3.82 0.08 -1.03
H15 -1.21 -6.26 1.71
H16 0.12 -7.62 0.11
H17 1.34 -6.46 -1.73
H18 1.12 -3.98 -1.91
O1 -0.51 6.11 -3.59
C19 -1.07 5.98 -2.30
C20 -1.32 4.53 -2.01
C21 -2.10 4.15 -0.92
C22 -2.26 2.80 -0.66
N5 -1.72 1.83 -1.40
C23 -1.03 2.20 -2.49
C24 -0.79 3.53 -2.81
C25 -0.62 1.10 -3.41
C26 -0.67 1.30 -4.79
C27 -0.47 0.22 -5.64
C28 -0.60 0.39 -7.14
O2 -0.16 -0.72 -7.88
C29 -0.21 -1.02 -5.07
C30 -0.15 -1.12 -3.69
N6 -0.35 -0.09 -2.88
H19 -0.32 7.04 -3.75
H20 -2.01 6.53 -2.21
H21 -0.38 6.36 -1.53
H22 -2.56 4.88 -0.28
H23 -2.84 2.48 0.20
H24 -0.20 3.80 -3.67
H25 -0.92 2.27 -5.19
H26 -0.11 1.31 -7.45
H27 -1.67 0.50 -7.37
H28 0.80 -0.77 -7.84
H29 -0.07 -1.89 -5.70
H30 0.04 -2.07 -3.22
C31 5.16 3.36 3.39
C32 3.84 2.77 3.00
C33 3.03 2.14 3.93
C34 1.76 1.66 3.62
C35 0.97 1.00 4.72
C36 1.30 1.80 2.31
Se1 -0.52 1.33 1.85
C37 2.11 2.40 1.33
C38 1.67 2.54 -0.10
C39 3.36 2.87 1.70
H31 5.58 2.86 4.27
H32 5.03 4.42 3.65
H33 5.88 3.30 2.57
H34 3.38 2.04 4.96
H35 0.96 1.63 5.61
H36 1.43 0.04 4.99
H37 -0.06 0.83 4.42
H38 1.68 1.56 -0.60
H39 2.31 3.22 -0.65
H40 0.64 2.91 -0.14
H41 3.98 3.36 0.95

***

[4]
# C4H7NO

The molecule C4H7NO at a distorted geometry (the ωB97M-V functional and the def2-TZVPD basis, the OMol25 dataset).

## Properties
Strongest force on any atom = 1.2 eV/Å
Highest occupied orbital energy = -0.391 Ha
2S+1 = 1
Relative energy (zero: lowest compared OMol25 entry of this formula, charge and spin) = 2.110 eV
Total energy = -286.5541 a.u.

Geometry (Å):
C1 0.54 1.55 0.03
C2 -0.36 0.33 0.20
C3 -0.11 -0.77 -0.86
O1 -0.66 -2.02 -0.52
C4 -0.18 -1.36 2.05
N1 -0.16 -0.34 1.46
H1 0.33 2.30 0.81
H2 0.36 2.02 -0.94
H3 1.59 1.27 0.10
H4 -1.41 0.64 0.18
H5 0.97 -0.83 -1.04
H6 -0.60 -0.47 -1.79
H7 -0.31 -2.32 0.34

***

[5]
# C14H32BeN4O9

A structure of composition C14H32BeN4O9 at a distorted geometry (the ωB97M-V functional and the def2-TZVPD basis, the OMol25 dataset).

## Properties
Strongest force on any atom = 4.0 eV/Å
Highest occupied orbital energy = 0.062 Ha
Total charge = -2
2S+1 = 1
Relative energy (zero: lowest compared OMol25 entry of this formula, charge and spin) = 4.505 eV
Total energy = -1463.0601 a.u.

Geometry (Å):
Be1 -7.39 -15.16 -14.45
O1 -9.66 -13.97 -13.86
C1 -9.37 -12.89 -12.96
C2 -8.00 -12.72 -12.28
O2 -6.83 -13.23 -12.93
H1 -10.02 -12.99 -12.09
H2 -9.74 -11.99 -13.44
H3 -8.10 -13.04 -11.24
H4 -7.82 -11.68 -12.04
O3 -10.97 -17.63 -11.28
C3 -9.67 -18.29 -11.44
C4 -8.60 -17.65 -12.48
O4 -9.03 -17.10 -13.70
H5 -9.83 -19.32 -11.75
H6 -9.38 -18.42 -10.39
H7 -7.77 -18.35 -12.57
H8 -8.18 -16.77 -12.00
C5 -4.04 -12.09 -14.45
N1 -4.78 -12.70 -15.61
O5 -5.23 -13.84 -15.53
O6 -4.98 -11.87 -16.49
H9 -3.89 -12.89 -13.72
H10 -4.64 -11.26 -14.10
H11 -3.07 -11.78 -14.82
C6 -7.45 -18.02 -16.33
O7 -6.63 -17.09 -16.10
N2 -8.00 -18.28 -17.55
C7 -8.96 -19.34 -17.77
C8 -7.68 -17.45 -18.71
H12 -7.87 -18.67 -15.53
H13 -9.09 -19.80 -16.79
H14 -8.54 -20.14 -18.38
H15 -9.89 -19.02 -18.22
H16 -7.17 -18.09 -19.44
H17 -8.64 -17.22 -19.17
H18 -7.13 -16.51 -18.62
C9 -4.28 -17.00 -14.02
O8 -5.22 -16.22 -13.94
N3 -3.23 -17.27 -13.13
C10 -2.21 -18.30 -13.46
C11 -3.15 -16.67 -11.83
H19 -4.33 -17.62 -14.93
H20 -2.12 -19.14 -12.77
H21 -1.25 -17.80 -13.38
H22 -2.26 -18.59 -14.51
H23 -2.31 -15.97 -11.82
H24 -4.00 -16.06 -11.50
H25 -2.87 -17.40 -11.07
C12 -7.75 -13.53 -17.82
O9 -7.94 -14.40 -16.94
N4 -8.34 -12.31 -17.79
C13 -8.26 -11.31 -18.88
C14 -9.21 -11.83 -16.72
H26 -7.14 -13.72 -18.72
H27 -7.77 -11.78 -19.74
H28 -7.81 -10.35 -18.63
H29 -9.29 -11.15 -19.20
H30 -10.25 -11.73 -17.02
H31 -9.34 -12.64 -16.01
H32 -8.99 -10.83 -16.33

***

[6]
# C3H4N2OS

A structure of composition C3H4N2OS at a distorted geometry (the ωB97M-V functional and the def2-TZVPD basis, the OMol25 dataset).

## Properties
Strongest force on any atom = 12.9 eV/Å
Highest occupied orbital energy = -0.362 Ha
2S+1 = 1
Relative energy (zero: lowest compared OMol25 entry of this formula, charge and spin) = 5.255 eV
Total energy = -699.4790 a.u.

Geometry (Å):
C1 2.17 0.69 0.77
C2 -1.12 -0.55 -0.01
C3 -1.28 0.80 -0.04
H1 1.79 2.04 0.69
H2 3.44 0.65 0.55
H3 1.83 -0.03 1.90
H4 0.28 -2.11 0.41
N1 0.06 -1.09 -0.06
N2 -1.78 1.90 -0.24
O1 -2.21 -1.01 0.39
S1 1.49 -0.24 -0.55

***

[7]
# C10H15BBeF4N5

A structure of composition C10H15BBeF4N5 at a distorted geometry (the ωB97M-V functional and the def2-TZVPD basis, the OMol25 dataset).

## Properties
Strongest force on any atom = 3.9 eV/Å
Highest occupied orbital energy = -0.495 Ha
Total charge = +1
2S+1 = 1
Total energy = -1102.6967 a.u.

Geometry (Å):
Be1 2.27 0.74 1.57
B1 0.32 0.45 -0.31
F1 -0.77 0.36 -1.15
F2 0.01 0.30 1.09
F3 1.33 -0.45 -0.62
F4 0.88 1.75 -0.40
C1 0.44 0.53 -3.87
C2 1.50 0.79 -4.83
N1 2.35 0.94 -5.58
H1 0.90 -0.19 -3.19
H2 -0.48 0.16 -4.32
H3 0.25 1.44 -3.29
C3 4.09 -3.77 0.93
C4 3.04 -2.80 1.28
N2 2.27 -1.99 1.53
H4 4.12 -4.60 1.62
H5 5.05 -3.25 0.93
H6 3.88 -4.10 -0.09
C5 -3.17 1.30 0.15
C6 -3.00 1.19 1.61
N3 -2.81 1.12 2.74
H7 -4.10 1.84 -0.06
H8 -3.22 0.33 -0.31
H9 -2.40 1.94 -0.26
C7 -1.55 -2.29 0.50
C8 -1.98 -3.67 0.70
N4 -2.29 -4.76 0.82
H10 -0.48 -2.27 0.31
H11 -1.84 -1.73 1.39
H12 -2.13 -1.82 -0.29
C9 -0.87 3.96 1.86
C10 0.44 3.33 1.93
N5 1.48 2.85 2.02
H13 -1.43 3.48 1.07
H14 -0.69 5.02 1.68
H15 -1.39 3.86 2.81

***

[8]
# C13H18NS

The ion C13H18NS with charge +1 at a distorted geometry (the ωB97M-V functional and the def2-TZVPD basis, the OMol25 dataset).

## Properties
Strongest force on any atom = 6.7 eV/Å
Highest occupied orbital energy (alpha / beta) = -0.403 / -0.421 Ha
Total charge = +1
2S+1 = 1
Relative energy (zero: lowest compared OMol25 entry of this formula, charge and spin) = 4.133 eV
Total energy = -958.7086 a.u.

Geometry (Å):
C1 -3.35 -1.20 1.48
C2 -2.49 -1.54 2.52
C3 -2.78 -0.47 0.44
C4 -1.24 -1.10 2.68
C5 -1.44 -0.05 0.43
C6 -0.68 -0.29 1.58
C7 2.33 1.72 -0.58
C8 2.76 0.23 -0.52
C9 1.13 2.09 -1.41
C10 -0.82 0.49 -0.72
C11 1.67 -0.57 0.24
C12 -1.28 0.15 -2.09
C13 1.56 -2.05 0.23
N1 -0.08 1.83 -0.59
S1 1.05 0.20 1.70
H1 -4.35 -1.60 1.37
H2 -2.89 -2.14 3.26
H3 -3.28 -0.14 -0.56
H4 -0.54 -1.59 3.40
H5 2.33 2.15 0.34
H6 3.24 2.21 -1.17
H7 3.02 -0.31 -1.46
H8 3.78 0.25 0.08
H9 1.10 3.24 -1.60
H10 1.09 1.58 -2.31
H11 -1.61 0.96 -2.75
H12 -2.12 -0.66 -2.04
H13 -0.37 -0.32 -2.66
H14 2.43 -2.31 0.95
H15 1.82 -2.40 -0.81
H16 0.62 -2.47 0.64
H17 0.27 1.63 0.41
H18 -0.85 2.49 -0.50

***

[9]
# C19H27BO13

A cluster of 4 separate species, C19H27BO13 in total at a distorted geometry (the ωB97M-V functional and the def2-TZVPD basis, the OMol25 dataset).

## Properties
Strongest force on any atom = 9.5 eV/Å
Structure (SMILES) = CCB(O)C1=C([C@H](C)CC)C(=O)OC1=O.O=C1OCCO1.O=C1OCCO1.O=C1OCCO1
Highest occupied orbital energy = -0.364 Ha
2S+1 = 1
Total energy = -1742.9759 a.u.

Geometry (Å):
C1 -3.85 1.44 -0.19
C2 -3.68 1.70 -1.80
B1 -2.72 0.58 -2.57
O1 -1.92 0.98 -3.75
C3 -2.69 -0.93 -1.90
C4 -1.54 -1.56 -1.17
C5 -0.05 -0.92 -0.91
C6 1.03 -2.04 -0.32
C7 -0.04 0.47 -0.03
C8 -0.36 0.19 1.56
C9 -2.19 -3.01 -0.74
O2 -1.94 -3.70 0.38
O3 -3.13 -3.28 -1.86
C10 -3.93 -2.01 -1.92
O4 -5.25 -1.86 -1.99
H1 -2.94 1.79 0.47
H2 -4.77 2.13 0.15
H3 -4.16 0.34 0.10
H4 -3.17 2.77 -1.91
H5 -4.74 1.80 -2.28
H6 -0.97 1.02 -3.44
H7 0.37 -0.63 -1.98
H8 2.00 -1.41 -0.04
H9 1.26 -2.82 -1.20
H10 0.63 -2.55 0.66
H11 -0.73 1.32 -0.43
H12 1.07 0.90 -0.09
H13 -0.55 -0.96 1.77
H14 0.57 0.60 2.17
H15 -1.36 0.77 1.81
O5 1.41 3.64 0.28
C11 1.21 3.89 1.46
O6 1.75 4.94 2.13
C12 1.10 5.00 3.39
C13 0.60 3.61 3.59
O7 0.40 3.14 2.27
H16 1.79 5.31 4.17
H17 0.28 5.73 3.32
H18 1.34 2.97 4.08
H19 -0.33 3.58 4.16
O8 2.53 -2.49 -3.46
C14 1.55 -2.85 -4.10
O9 1.16 -2.32 -5.29
C15 0.14 -3.15 -5.80
C16 -0.41 -3.81 -4.58
O10 0.70 -3.85 -3.70
H20 -0.62 -2.56 -6.33
H21 0.58 -3.87 -6.50
H22 -1.21 -3.23 -4.11
H23 -0.78 -4.82 -4.78
O11 1.61 1.19 5.42
C17 2.53 0.65 4.83
O12 2.39 -0.12 3.72
C18 3.70 -0.37 3.22
C19 4.56 -0.19 4.43
O13 3.84 0.75 5.21
H24 3.77 -1.38 2.80
H25 3.92 0.36 2.44
H26 4.68 -1.12 5.00
H27 5.55 0.20 4.17

***

[10]
# C9H9N3OP

The ion C9H9N3OP with charge +1 at a distorted geometry (the ωB97M-V functional and the def2-TZVPD basis, the OMol25 dataset).

## Properties
Strongest force on any atom = 4.9 eV/Å
Structure (SMILES) = Cn1cc2c(n1)-c1occ3[n+]1P[C@H]2C3
Highest occupied orbital energy = -0.484 Ha
Total charge = +1
2S+1 = 1
Relative energy (zero: lowest compared OMol25 entry of this formula, charge and spin) = 0.648 eV
Total energy = -928.7950 a.u.

Geometry (Å):
C1 3.60 0.95 0.42
N1 2.25 0.72 0.40
C2 1.70 -0.55 0.26
C3 0.33 -0.41 0.37
C4 0.16 1.00 0.68
N2 1.34 1.62 0.76
C5 -1.22 1.41 0.40
O1 -1.51 2.05 -0.72
C6 -2.24 1.13 -1.48
C7 -2.43 -0.01 -0.75
N3 -2.08 0.39 0.59
P1 -1.78 -0.95 1.88
C8 -0.78 -1.47 0.31
C9 -1.80 -1.41 -0.82
H1 3.89 1.98 0.11
H2 3.96 0.70 1.48
H3 4.04 0.37 -0.49
H4 2.38 -1.41 0.00
H5 -2.35 1.38 -2.54
H6 -3.16 -1.40 1.52
H7 -0.36 -2.54 0.23
H8 -2.56 -2.20 -0.72
H9 -1.37 -1.35 -1.91